ORCA calculation (ωB97M-V/def2-TZVPD) on C35H29I2N6O2PbS2Se2 as an isolated structure at a distorted geometry.

## Properties
- largest force on an atom (eV/A) = 1.4
- charge = +1
- gap between HOMO and LUMO (eV) = 6.03
- HOMO level (eV) = -9.5
- energy relative to the best compared isomer or geometry (same formula, charge and spin) (kJ/mol) = 81.1

Each line ends with the Mulliken charge.
Geometry (Å):
C 4.2109 0.2450 0.3149  0.091
C 5.4774 0.4012 -0.2402  -0.839
H 2.4858 -3.0200 -1.2719  0.186
H 6.5722 0.5474 -2.0746  0.416
C -2.0083 3.5933 -0.6889  0.725
C -0.5286 -0.1961 -2.6580  0.702
H -2.2057 -0.0534 -5.6041  0.449
H -3.0287 0.1462 -1.5960  0.164
I -2.3556 1.8843 2.9813  0.243
C -1.0553 -1.7329 -4.9380  -1.042
S -3.6260 -2.8845 -0.9119  -0.242
C -3.0059 5.6876 0.0278  -0.878
C -1.5948 -0.4640 -4.8165  -0.749
C 0.1300 0.2754 5.7292  -0.446
C 3.2319 0.2030 -1.7444  -0.358
C -0.2141 -2.2219 -3.9503  -0.686
H -0.5155 -1.7426 3.1029  0.293
H 2.3106 0.1286 -2.3024  0.484
C -0.2905 -3.8241 0.9736  -0.769
C -0.7840 5.0185 0.8727  -0.876
C -4.1249 5.4277 -0.7255  -0.631
N 0.8081 -0.1854 3.0827  0.338
Pb 0.7610 -0.4798 0.3950  1.900
H 4.4837 0.3909 -3.4619  0.518
C -1.3449 0.2859 -3.6867  -0.734
H 1.5757 1.8775 5.6005  0.462
N 3.1168 0.1209 -0.4223  0.466
H 3.3032 -3.4683 3.1466  0.410
C -0.0915 -0.9454 3.6973  -0.360
S 1.1960 -5.4990 2.1824  -0.217
C -1.4164 -3.2064 0.2999  0.143
C 5.6007 0.4441 -1.6165  -0.368
H -2.9421 6.5873 0.6201  0.438
H -0.6985 5.9736 1.3701  0.421
H -0.1143 0.4357 6.7675  0.431
H 1.1985 -3.9178 -2.1076  0.346
C 1.7704 -2.9857 -2.0913  -1.463
C 0.0359 2.7636 0.4658  -0.114
C -3.1383 3.3743 -1.4855  -0.458
H -5.0547 4.0651 -2.0960  0.425
N -0.3158 0.5362 -1.4855  1.252
C 3.1595 -3.5072 2.0676  -0.951
H 6.3319 0.4757 0.4174  0.490
C -2.4297 -3.9229 -0.2733  -0.682
H 3.3690 -2.5238 1.6559  -0.247
C 0.1606 4.0670 1.0509  -1.149
N -1.5783 -1.8497 0.2214  0.437
N -1.0024 1.6354 -1.4649  -0.857
O 0.9449 -1.8711 -1.8402  0.968
I -4.6761 2.7000 1.9545  -0.175
C -1.9373 4.7817 0.0672  1.050
C -2.6896 -1.5253 -0.3582  0.344
H 0.2093 -3.2078 -4.0693  0.502
Se 2.7638 1.8292 2.9364  0.034
H 1.0067 4.2262 1.7046  0.433
N 0.8994 -3.1776 1.1431  0.610
C 1.3708 0.7998 3.7624  0.087
H -4.9600 6.1091 -0.7196  0.400
H -1.2665 -2.3395 -5.8052  0.449
H -2.7274 0.5345 0.1005  -0.355
C 4.4475 0.3585 -2.3852  -1.141
C -4.1818 4.2699 -1.4983  -0.908
H -2.5277 -4.9840 -0.3514  0.494
C -0.3117 -5.0950 1.4833  -0.511
Se 4.1221 0.1332 2.2564  0.018
C 1.7750 -3.9071 1.7449  0.146
C -3.2178 -0.1647 -0.5688  -0.756
H -4.2948 -0.1418 -0.4116  0.734
H -3.1906 2.4738 -2.0745  0.252
C -0.9649 2.5938 -0.5588  0.081
H -1.1977 -1.4104 5.4686  0.488
H 2.3090 -2.8806 -3.0375  0.531
C 1.0649 1.0709 5.0929  -0.754
O 0.8194 1.8421 0.8492  0.508
C 0.0752 -1.4596 -2.8273  -0.179
H 3.8691 -4.2303 1.6700  0.464
H -1.1194 -5.7964 1.4992  0.496
C -0.4636 -0.7607 5.0171  -0.889
H -1.7753 1.2687 -3.5735  0.464



ORCA calculation (ωB97M-V/def2-TZVPD) on C35H29N3P2ReS2 as an isolated structure.

## Properties
- spin multiplicity = 2
- largest force on an atom (eV/A) = 0.7
- ⟨S²⟩ = 0.97
- charge = +2
- gap between HOMO and LUMO (alpha / beta) (eV) = 6.83 / 6.76
- HOMO level (alpha / beta) (eV) = -13.4 / -13.0
- energy relative to the best compared isomer or geometry (same formula, charge and spin) (kJ/mol) = 64.3

Each line ends with the Löwdin spin population.
Geometry (Å):
C 0.2950 -0.3466 -4.7934  0.009
C -3.0937 -3.9234 3.0311  0.001
S -0.4739 1.1005 2.3136  -0.006
C -0.5274 0.6115 -4.2422  -0.001
H -1.8321 2.3007 -2.8971  0.000
N -2.0490 0.4684 -0.2705  0.005
S 2.3916 0.8420 -0.4816  0.091
C 0.9403 -1.2585 -3.9598  0.000
C 4.7526 1.5363 4.5625  0.000
C -1.7618 -2.2017 4.0505  0.001
H 3.7812 3.3281 3.8904  0.000
H 2.7048 2.2333 1.9624  0.000
H -1.5108 -1.6028 4.9186  0.000
H -2.6404 -0.6153 1.3870  0.002
H 5.5477 -0.6880 0.2097  0.000
H -4.9849 0.1599 1.3286  0.000
H 5.9768 -4.8726 -0.5534  0.000
H -3.8806 -4.6620 3.1036  0.000
C 2.3101 -2.2636 5.8509  0.000
C 3.7858 -1.8982 0.5158  -0.002
N -1.4976 1.5987 -2.2537  0.012
H 6.9383 -2.5980 -0.4882  0.000
C 4.0324 -4.2480 0.0873  0.000
H 3.0314 -1.2561 7.6009  0.000
C 5.1210 -1.6838 0.1709  0.001
H 1.4382 -3.0121 4.0469  0.000
P 2.7736 -0.5096 0.9993  -0.001
C -1.0641 -2.0425 2.8527  0.001
H -2.6360 -4.3919 0.9876  0.000
H 0.9610 1.2004 4.7767  0.000
C 3.5462 0.3003 2.3997  0.002
H 2.6872 -3.2303 6.1558  0.000
C 4.3625 -0.4401 3.2556  0.000
Re 0.1109 0.2877 0.0370  1.000
H -1.0708 1.3120 -4.8608  0.000
N -0.0077 -0.1856 -2.0526  0.008
H 5.2370 2.0230 5.3987  0.000
C 1.0699 -0.9125 1.2218  -0.134
H 1.2591 -1.8051 -1.9032  0.001
H 2.1660 0.9519 6.9190  0.000
P 0.1961 -0.7715 2.7572  -0.019
C -0.6713 0.6493 -2.8568  0.010
H 0.4217 -0.3987 -5.8662  0.000
H -5.6582 1.8055 -0.4429  0.000
C 4.9622 0.1820 4.3363  0.000
C 1.1297 -0.8853 4.2791  -0.006
C 3.3298 1.6577 2.6328  0.001
C 1.3321 0.2304 5.0836  0.000
C 5.9035 -2.7557 -0.2178  0.000
C 5.3592 -4.0360 -0.2556  0.001
H -3.9864 2.4627 -2.1554  0.000
C -1.3839 -2.8290 1.7476  0.001
C 3.2388 -3.1765 0.4693  -0.002
C -2.4344 1.2703 -1.2707  0.006
C 2.0161 0.0906 6.2825  0.000
C -2.9841 0.0664 0.6246  0.006
C -2.7774 -3.1391 4.1343  0.000
C -4.6495 1.4184 -0.3999  0.006
H -3.3167 -3.2636 5.0632  0.000
C 2.5029 -1.1505 6.6628  0.000
C 0.7656 -1.1470 -2.6045  0.006
H 2.1985 -3.3358 0.7312  -0.002
H 4.5391 -1.4937 3.0748  0.000
C -4.2793 0.5074 0.5891  0.002
H 1.5765 -2.0345 -4.3579  0.000
H -0.8345 -2.7175 0.8204  0.001
C -2.3960 -3.7716 1.8405  0.000
C 3.9353 2.2723 3.7153  0.000
C -3.7243 1.7962 -1.3456  -0.001
H 5.6037 -0.3870 4.9952  0.000
H 3.6162 -5.2458 0.0581  0.000
C 1.6156 -2.1367 4.6623  -0.001



ORCA calculation (ωB97M-V/def2-TZVPD) on C35H30BF4IrN3SSb as an isolated structure at a distorted geometry.

## Properties
- largest force on an atom (eV/A) = 3.0
- charge = +2
- gap between HOMO and LUMO (eV) = 7.40
- HOMO level (eV) = -14.0
- energy relative to the best compared isomer or geometry (same formula, charge and spin) (kJ/mol) = 80.1

Each line ends with the Mulliken charge.
Geometry (Å):
C 4.7078 -2.6558 -1.1354  -0.805
C 1.2247 2.9155 -0.7961  1.130
C -2.9060 1.0698 0.4405  0.776
C -1.9513 2.8621 1.9673  -0.678
H -2.3483 -0.9144 -2.9798  0.226
C 0.2353 2.8972 0.2966  -0.115
H 2.0874 1.0238 -4.7271  0.557
H -3.2520 -4.6168 1.4101  0.427
C 0.6306 -0.5555 2.3597  0.669
C -5.0608 0.0747 0.5111  -0.907
H 0.2739 -6.8212 0.3811  0.429
C 2.3347 3.7229 -0.8168  -0.638
H 2.6124 4.3089 0.0476  0.497
N -0.7422 1.9884 0.1467  0.126
H -5.6156 -0.9679 -1.2769  0.575
C -0.0980 -0.4222 4.6428  -0.729
C 3.3524 -2.5005 -0.8902  -0.657
C -2.1959 -4.6348 1.1743  -0.793
C 3.8704 -1.5560 1.2872  -0.411
C -0.2112 -5.8778 0.5948  -0.663
N 0.8953 2.1315 -1.8539  0.476
C -1.5628 -5.8433 0.9031  -0.543
B -2.3414 2.7834 -3.4099  0.511
C 1.6196 2.1683 -2.9872  0.960
H -0.6077 -0.8581 5.4923  0.472
C 5.6384 -2.2653 -0.1789  -0.494
C -3.4001 -0.7289 -2.7786  -1.515
H -3.7566 0.0057 -3.5034  0.231
H 3.5495 -1.1330 2.2321  0.439
C -4.0678 0.8270 1.1290  -0.626
C 5.2246 -1.7173 1.0267  -0.710
C 1.1979 1.3671 3.6768  -0.779
H 6.6949 -2.3950 -0.3744  0.418
F -1.8236 3.0378 -2.0116  -0.429
H 2.6299 -2.8025 -1.6392  0.432
C -3.6288 -0.1924 -1.4038  1.075
C 0.1747 3.7946 1.3440  -0.628
H -4.2114 1.2110 2.1288  0.509
H 0.5986 1.9667 -4.8331  0.249
H 0.6243 0.4811 -3.8892  0.211
F -3.6869 2.6241 -3.3314  -0.348
H 5.0389 -3.0835 -2.0726  0.432
H 1.8077 1.1043 1.6386  0.767
H 0.9501 4.5344 1.4792  0.542
H -0.5092 -2.0943 3.3633  0.501
H 3.9640 4.4212 -2.0268  0.482
C -4.8482 -0.4105 -0.7582  -0.921
Sb 0.9186 -1.7119 0.6766  1.801
H -2.1298 -6.7645 0.9353  0.412
C 3.0971 3.7753 -1.9786  -0.944
H 1.7025 2.3195 3.7832  0.537
C -0.0432 -1.1197 3.4417  -0.609
H -1.0026 4.4841 2.9954  0.496
F -1.7058 1.4885 -3.6620  -0.361
C -0.9251 3.7680 2.1887  -1.434
C 1.2114 1.3510 -4.1705  -1.477
H 5.9547 -1.4207 1.7685  0.430
H 3.2804 3.0635 -3.9919  0.564
H -5.9941 -0.1149 1.0249  0.506
N -2.6827 0.5452 -0.7929  0.901
C 0.5217 0.8132 4.7587  -0.790
H 0.4910 1.3433 5.7021  0.449
C -1.4751 -3.4524 1.1399  -0.370
H -3.9607 -1.6495 -2.9249  0.571
H -1.9740 -2.5096 1.3392  0.487
C 1.2556 0.6856 2.4716  -0.697
C 0.5247 -4.7001 0.5594  -0.581
F -1.8651 3.7211 -4.2468  -0.302
H -2.8402 2.8818 2.5803  0.548
C -1.8451 1.9764 0.9125  0.266
C 2.9438 -1.9545 0.3264  0.736
Ir -0.8456 1.0975 -1.5244  0.681
H 1.5802 -4.7290 0.3155  0.422
C -0.1129 -3.4968 0.8447  0.506
S 0.0823 -0.9822 -1.4071  -0.672
C 2.7258 3.0175 -3.0648  -0.808